{"formula": "C4H8N2O", "method": "the ωB97M-V functional and the def2-TZVPD basis", "species": ["H", "H", "H", "H", "H", "H", "N", "C", "C", "H", "N", "O", "H", "C", "C"], "positions_angstrom": [[-1.04, 1.24, -1.72], [2.52, -1.46, 0.68], [1.31, 0.84, -2.15], [-1.91, 0.76, 0.64], [-0.30, 1.12, 1.27], [-1.06, -2.79, 0.32], [-0.99, -1.81, 0.61], [0.93, 0.76, -1.14], [-1.00, 1.33, 0.46], [-1.25, 2.39, 0.49], [2.49, -0.47, 0.44], [-0.27, -1.08, -0.29], [-0.60, -1.74, 1.55], [1.60, -0.08, -0.29], [-0.42, 0.99, -0.87]], "nbo_charge": [0.20, 0.39, 0.25, 0.24, 0.22, 0.33, -0.51, -0.50, -0.66, 0.22, -0.63, -0.58, 0.32, 0.59, 0.11], "homo_energy_ev": [-7.692, -7.701], "e_above_lowest_kj_mol": 592.4, "homo_lumo_gap_ev": [8.097, 8.106], "lumo_ev": [0.4, 0.4], "spin_multiplicity": 1, "mol_weight_da": 100.1}

{"formula": "C45H47AsN7S2Se4Sn", "method": "the ωB97M-V functional and the def2-TZVPD basis", "species": ["C", "H", "N", "H", "H", "H", "H", "H", "C", "H", "H", "N", "H", "C", "C", "C", "C", "H", "C", "H", "C", "C", "C", "H", "C", "Sn", "C", "H", "C", "C", "H", "C", "H", "H", "H", "C", "C", "H", "C", "C", "C", "C", "C", "Se", "C", "H", "N", "H", "Se", "C", "S", "As", "H", "C", "C", "C", "H", "C", "C", "C", "S", "H", "H", "H", "H", "C", "C", "H", "H", "H", "H", "H", "C", "C", "H", "H", "C", "N", "H", "C", "C", "H", "C", "N", "H", "Se", "C", "H", "Se", "C", "N", "H", "N", "C", "C", "H", "H", "H", "C", "C", "H", "C", "H", "H", "H", "H", "H"], "positions_angstrom": [[-0.05, -1.24, -1.83], [-1.39, 6.65, -4.44], [-1.39, 1.20, 3.00], [-0.14, 0.49, 5.31], [6.26, 2.19, -3.58], [2.31, 5.24, 3.03], [-2.46, -1.14, 2.94], [-2.49, -5.57, -0.82], [0.16, 5.12, -1.85], [-4.81, -4.56, 0.51], [-2.63, -4.69, 4.01], [0.83, -1.49, -0.77], [6.04, 2.96, -1.23], [2.88, 2.13, -3.27], [-3.97, -4.72, 1.20], [-0.25, -0.56, -4.17], [0.51, -0.88, -3.04], [2.00, 1.90, -3.85], [-3.94, 1.28, 5.61], [0.25, -0.30, -5.10], [-2.16, -3.06, 1.28], [5.16, 2.72, -1.81], [-3.22, 0.89, 6.72], [-1.02, -1.78, 3.79], [2.75, 2.56, -1.95], [0.32, -0.36, 1.61], [-1.91, 1.09, 4.28], [-1.71, -5.22, 2.58], [-0.99, 4.55, -4.32], [-0.39, 6.14, -2.61], [-1.31, 0.30, 7.50], [-3.61, -1.42, -0.51], [1.14, -5.16, -2.08], [-4.18, -0.43, -3.69], [4.22, 1.67, -4.88], [0.88, 6.45, 0.20], [1.44, 6.44, 1.47], [-2.23, -0.26, -4.92], [-1.86, 0.60, 6.62], [3.34, -0.52, 0.09], [-3.28, 1.38, 4.39], [1.89, 5.25, 2.03], [2.97, -3.39, -2.90], [2.17, -2.65, 4.33], [-2.25, -0.84, -2.85], [-4.22, -4.26, 2.16], [-1.64, -2.03, 0.67], [-0.89, -4.32, 3.85], [2.22, 0.85, 3.50], [-2.53, -4.48, -0.73], [-2.02, 1.83, 0.46], [0.96, 2.54, -1.11], [-0.39, 7.16, -2.24], [1.78, 4.06, 1.32], [0.15, 3.81, -2.35], [-2.24, -1.58, -0.52], [3.72, -3.83, -0.26], [-0.96, 5.85, -3.85], [3.90, 2.86, -1.23], [-0.44, 3.52, -3.57], [-3.90, 1.81, 2.82], [-3.72, 0.80, 7.68], [1.59, -0.82, -3.09], [-4.13, -1.60, 0.42], [-3.32, -4.09, -1.39], [1.93, -2.16, -1.03], [-1.61, -0.54, -4.08], [-3.86, -5.80, 1.36], [3.50, -4.35, -2.85], [1.52, 7.36, 2.03], [2.49, -3.31, -3.88], [3.29, -0.52, 1.18], [-1.20, 0.70, 5.41], [-1.49, -1.24, -1.70], [2.61, 0.17, -0.31], [-0.50, 2.50, -3.92], [0.77, 5.26, -0.51], [-2.77, -4.14, 0.65], [-5.00, 1.50, 5.68], [-4.33, -1.00, -1.64], [-1.83, -4.42, 3.31], [5.04, -2.66, -0.54], [-2.28, 1.59, 2.11], [1.97, -3.27, -1.86], [-1.59, -4.07, -1.06], [3.67, -0.91, 4.03], [4.13, 2.00, -3.85], [3.83, 3.19, -0.20], [1.36, -2.99, 2.16], [4.08, -2.83, -0.03], [-2.13, -3.17, 2.64], [-1.45, 4.33, -5.28], [3.10, -1.84, -0.45], [0.82, -4.12, -1.99], [-3.66, -0.74, -2.80], [0.22, -4.02, -1.09], [0.20, -3.86, -2.86], [-5.40, -0.88, -1.58], [-2.05, -1.99, 3.47], [1.24, 4.07, 0.05], [3.70, -2.59, -2.80], [5.28, 2.29, -3.12], [4.22, -2.75, 1.05], [0.51, 7.38, -0.21], [-2.64, -2.16, 4.38], [2.12, 3.13, 1.77], [4.34, -0.18, -0.21]], "lowdin_charge": [-0.23, 0.10, -0.12, 0.06, 0.09, 0.10, 0.07, 0.09, -0.19, 0.09, 0.09, 0.03, 0.10, -0.12, -0.07, -0.10, -0.05, 0.08, -0.11, 0.10, -0.40, -0.10, -0.12, 0.04, -0.37, 0.84, -0.36, 0.09, -0.09, -0.03, 0.10, -0.05, 0.09, 0.10, 0.10, -0.03, -0.09, 0.10, -0.10, -0.09, -0.50, -0.08, -0.07, -0.13, -0.16, 0.09, 0.07, 0.06, -0.13, -0.05, 0.44, 1.32, 0.10, -0.10, -0.32, -0.26, 0.08, -0.09, -0.11, -0.10, 0.96, 0.09, 0.11, 0.12, 0.09, -0.46, -0.06, 0.09, 0.09, 0.10, 0.09, -0.02, -0.04, -0.04, 0.03, 0.09, -0.19, -0.15, 0.10, -0.08, -0.08, 0.09, -1.20, -0.16, 0.05, -0.14, -0.10, 0.09, -0.01, -0.08, -0.16, 0.10, -0.15, -0.05, -0.06, 0.07, 0.10, 0.10, -0.07, -0.33, 0.09, -0.11, 0.06, 0.10, 0.10, 0.03, 0.10], "homo_energy_ev": -3.796, "e_above_lowest_kj_mol": 37.7, "homo_lumo_gap_ev": 6.053, "charge": -1, "lumo_ev": 2.3, "spin_multiplicity": 1, "mol_weight_da": 1259.5}

{"formula": "C24H25FN6OS", "method": "the ωB97M-V functional and the def2-TZVPD basis", "species": ["H", "F", "H", "C", "C", "H", "C", "H", "H", "C", "H", "C", "H", "H", "N", "O", "C", "C", "C", "H", "C", "H", "C", "H", "C", "C", "H", "C", "S", "C", "H", "C", "N", "N", "C", "C", "C", "H", "H", "C", "H", "C", "H", "H", "H", "H", "H", "C", "N", "C", "H", "N", "C", "H", "N", "H", "H", "C"], "positions_angstrom": [[-5.20, 2.92, 1.59], [-1.93, -3.04, -3.24], [5.39, 3.22, -1.57], [-4.39, 2.53, 2.17], [-0.05, 0.76, 1.12], [-0.06, -2.57, 1.03], [3.24, 1.66, -0.61], [-2.10, 0.16, -0.34], [-0.94, 1.40, 1.09], [2.34, 1.12, 0.29], [1.23, -1.45, 1.52], [0.40, 0.73, 2.54], [-1.24, -4.40, -5.26], [1.10, -4.95, -5.92], [-0.41, 0.33, 3.55], [3.59, 3.06, -2.58], [2.79, 2.48, -1.64], [1.14, -1.87, -0.60], [-2.68, 1.07, 3.16], [-0.18, 0.00, -1.92], [0.98, 1.38, 0.19], [1.74, -2.78, -0.54], [0.54, 2.22, -0.83], [2.97, -4.11, -4.53], [0.39, -2.77, -2.76], [-2.64, 2.33, 3.66], [2.71, 0.50, 1.09], [-3.62, 3.17, 3.09], [-3.92, 0.89, 1.97], [0.90, -4.35, -5.04], [5.40, 3.42, -3.34], [1.94, -3.88, -4.26], [0.29, 0.42, 4.68], [1.56, 1.04, 3.08], [-0.40, -4.04, -4.69], [4.98, 2.85, -2.51], [-1.79, -0.08, 3.52], [-1.52, -1.04, -2.43], [2.53, -2.73, -2.57], [0.47, -1.65, 0.76], [-3.75, 4.21, 3.35], [-0.63, -3.28, -3.56], [4.29, 1.43, -0.49], [-1.94, 2.66, 4.41], [-2.02, -0.46, 4.52], [1.79, -1.02, -0.85], [-0.51, 2.45, -0.92], [1.43, 2.76, -1.74], [0.11, -2.06, -1.60], [-0.76, -0.90, -1.67], [-2.06, -1.60, -0.11], [1.45, 0.83, 4.38], [1.70, -3.10, -3.15], [5.23, 1.79, -2.63], [-0.52, -0.58, 0.79], [1.09, 3.41, -2.53], [-1.90, -0.89, 2.79], [-1.44, -0.71, -0.31]], "nbo_charge": [0.24, -0.34, 0.18, -0.41, -0.11, 0.20, -0.33, 0.21, 0.24, -0.11, 0.21, 0.35, 0.23, 0.22, -0.18, -0.49, 0.32, -0.24, -0.22, 0.18, -0.11, 0.21, -0.18, 0.21, 0.09, -0.25, 0.23, -0.25, 0.44, -0.23, 0.20, -0.21, -0.06, -0.31, -0.29, -0.25, -0.26, 0.23, 0.22, -0.22, 0.23, 0.42, 0.22, 0.23, 0.25, 0.19, 0.21, -0.26, -0.44, -0.23, 0.20, -0.07, -0.25, 0.18, -0.46, 0.23, 0.25, -0.23], "homo_energy_ev": -7.851, "e_above_lowest_kj_mol": 0.0, "smiles": "COc1ccc([C@H](c2nnnn2Cc2cccs2)N2CCN(c3ccccc3F)CC2)cc1", "homo_lumo_gap_ev": 8.381, "lumo_ev": 0.5, "spin_multiplicity": 1, "mol_weight_da": 464.6}

{"formula": "C4H7N2", "method": "the ωB97M-V functional and the def2-TZVPD basis", "species": ["N", "H", "H", "C", "N", "H", "C", "H", "H", "C", "H", "H", "C"], "positions_angstrom": [[0.65, 0.38, -0.05], [2.57, -0.86, 0.06], [0.35, -2.65, -0.56], [-1.74, -0.03, 0.16], [-0.44, -0.30, -0.48], [0.03, 2.31, 0.04], [0.84, 1.59, 0.11], [-2.32, 0.47, -0.53], [-2.26, -1.08, 0.28], [1.49, -0.78, -0.07], [-1.49, 0.43, 1.10], [1.83, 2.11, 0.27], [0.49, -1.60, -0.33]], "nbo_charge": [-0.09, 0.27, 0.27, -0.43, -0.21, 0.24, 0.04, 0.23, 0.25, -0.10, 0.21, 0.26, 0.06], "homo_energy_ev": -14.505, "e_above_lowest_kj_mol": 515.4, "smiles": "C=[N+]1C=CN1C", "homo_lumo_gap_ev": 9.408, "charge": 1, "lumo_ev": -5.1, "spin_multiplicity": 1, "mol_weight_da": 83.1}

{"formula": "C4H13NO3", "method": "the ωB97M-V functional and the def2-TZVPD basis", "species": ["H", "H", "H", "H", "C", "C", "H", "O", "C", "H", "H", "O", "O", "H", "H", "H", "C", "H", "N", "H", "H"], "positions_angstrom": [[-1.62, -1.92, 2.42], [-0.91, 0.06, -1.01], [0.78, 1.69, 1.12], [0.02, 2.00, -3.03], [0.30, 1.82, 0.16], [0.18, -0.93, 1.75], [0.09, -0.04, 2.39], [0.90, 0.00, -1.98], [-1.18, -1.56, 1.49], [-1.06, -2.40, 0.81], [-1.86, -0.83, 1.05], [1.34, -1.98, -0.28], [0.81, -0.48, 0.56], [2.27, -1.94, 0.01], [-0.70, 2.22, 0.28], [1.11, -0.81, -1.40], [-0.17, 0.63, -1.56], [-1.40, 2.14, -2.12], [-0.67, 1.54, -2.46], [0.93, 2.43, -0.48], [0.85, -1.63, 2.27]], "nbo_charge": [0.21, 0.17, 0.19, 0.39, -0.75, -0.09, 0.20, -0.70, -0.64, 0.23, 0.20, -0.64, -0.35, 0.46, 0.17, 0.53, 0.46, 0.39, -0.82, 0.19, 0.19], "homo_energy_ev": [-7.545, -7.269], "e_above_lowest_kj_mol": 708.1, "homo_lumo_gap_ev": [7.183, 6.254], "lumo_ev": [-0.4, -1.0], "spin_multiplicity": 1, "mol_weight_da": 123.2}